# C28H81N3O11

A 11-piece molecular cluster, C28H81N3O11 overall at a distorted geometry (the ωB97M-V functional and the def2-TZVPD basis, the OMol25 dataset).

Structure (ORCA input):
```
! RIJCOSX wB97M-V def2-TZVPD def2/J DEFGRID3
* xyz 0 1
C 2.264 -4.884 -1.727
O 3.649 -5.057 -1.968
C 4.191 -6.293 -1.544
C 4.535 -6.179 -0.006
C 5.689 -5.176 0.267
N 4.810 -7.411 0.660
H 2.047 -4.990 -0.664
H 1.716 -5.641 -2.288
H 1.906 -3.917 -2.081
H 3.514 -7.114 -1.780
H 5.052 -6.404 -2.204
H 3.662 -5.804 0.530
H 6.039 -5.132 1.298
H 5.282 -4.211 -0.038
H 6.508 -5.474 -0.388
H 5.655 -7.826 0.292
H 4.935 -7.299 1.656
C 7.410 4.054 -2.199
O 6.514 3.328 -1.368
C 5.230 3.218 -1.947
C 4.226 2.620 -0.970
C 4.677 1.220 -0.456
N 2.873 2.432 -1.515
H 7.016 5.064 -2.309
H 7.539 3.625 -3.193
H 8.335 4.133 -1.627
H 4.917 4.208 -2.278
H 5.288 2.639 -2.870
H 4.123 3.341 -0.159
H 3.978 0.718 0.214
H 5.603 1.307 0.112
H 4.800 0.533 -1.293
H 2.481 3.314 -1.812
H 2.239 2.234 -0.753
C -4.689 -2.369 4.484
O -3.698 -2.964 3.662
C -3.164 -4.154 4.293
C -2.261 -4.838 3.335
C -3.036 -5.371 2.165
N -1.620 -5.982 3.970
H -5.562 -3.021 4.463
H -5.071 -1.405 4.147
H -4.362 -2.246 5.516
H -2.609 -3.823 5.171
H -3.964 -4.760 4.719
H -1.572 -4.126 2.880
H -2.364 -5.845 1.451
H -3.509 -4.487 1.736
H -3.823 -6.080 2.422
H -2.259 -6.699 4.282
H -0.937 -6.390 3.347
C -6.414 -1.191 -0.230
C -6.549 -0.773 -1.693
O -7.049 -1.838 -2.458
H -7.349 -1.676 0.050
H -6.207 -0.332 0.409
H -5.593 -1.906 -0.164
H -5.594 -0.320 -1.959
H -7.307 0.004 -1.795
H -7.953 -2.070 -2.234
C 1.180 6.316 2.252
C 1.035 6.917 3.655
O -0.252 6.765 4.143
H 1.112 5.240 2.412
H 2.151 6.460 1.780
H 0.396 6.613 1.555
H 1.348 7.960 3.596
H 1.743 6.414 4.314
H -0.290 7.092 5.045
C -2.279 3.547 -3.405
C -1.948 4.951 -2.923
O -0.556 5.143 -2.932
H -3.342 3.308 -3.446
H -1.828 2.712 -2.869
H -1.950 3.455 -4.441
H -2.401 5.116 -1.945
H -2.421 5.695 -3.565
H -0.473 6.049 -2.625
C 2.315 1.009 -7.449
C 1.990 1.377 -6.049
O 2.639 0.536 -5.127
H 3.334 1.283 -7.722
H 1.667 1.473 -8.194
H 2.182 -0.065 -7.578
H 0.943 1.282 -5.760
H 2.325 2.373 -5.759
H 2.401 0.858 -4.254
C -1.755 -2.462 -5.723
C -2.995 -1.787 -5.183
O -3.933 -2.828 -5.276
H -1.762 -2.707 -6.785
H -1.622 -3.344 -5.096
H -0.840 -1.878 -5.624
H -3.323 -0.960 -5.812
H -2.950 -1.519 -4.127
H -4.704 -2.586 -4.757
C 1.642 2.001 5.720
C 1.362 0.599 5.290
O 2.487 -0.182 5.630
H 1.717 2.053 6.806
H 0.820 2.687 5.512
H 2.520 2.499 5.309
H 1.202 0.548 4.212
H 0.517 0.200 5.852
H 2.289 -1.064 5.307
C -0.585 -0.861 0.214
C -1.554 0.124 0.852
O -0.896 1.360 0.906
H 0.265 -1.077 0.861
H -0.238 -0.483 -0.747
H -1.080 -1.831 0.157
H -1.835 -0.204 1.853
H -2.527 0.294 0.390
H -1.528 2.056 1.100
C -3.985 3.506 4.383
C -4.383 4.423 3.176
O -3.254 4.730 2.375
H -3.402 2.646 4.054
H -4.897 3.056 4.774
H -3.428 4.027 5.162
H -4.824 5.336 3.577
H -5.050 4.014 2.418
H -2.679 5.222 2.966
*
```

## Properties
HOMO: -8.86 eV
frontier orbital gap: 9.097 eV
molecular weight: 635.97 g/mol
SMILES: COC[C@H](C)N.COC[C@H](C)N.COC[C@H](C)N.CCO.CCO.CCO.CCO.CCO.CCO.CCO.CCO
energy above the lowest of the compared OMol25 structures with the same formula, charge and spin: 71.1 kcal per mole

Here are the Mulliken charges for atoms 1 to 99, given in e: number 1, C, carries -0.645; number 2, O, carries -0.319; number 3, C, carries -0.694; number 4, C, carries 0.597; number 5, C, carries -1.328; number 6, N, carries -0.671; number 7, H, carries 0.236; number 8, H, carries 0.296; number 9, H, carries 0.262; number 10, H, carries 0.359; number 11, H, carries 0.301; number 12, H, carries 0.100; number 13, H, carries 0.415; number 14, H, carries 0.271; number 15, H, carries 0.321; number 16, H, carries 0.241; number 17, H, carries 0.257; number 18, C, carries -0.745; number 19, O, carries -0.316; number 20, C, carries -0.680; number 21, C, carries 0.520; number 22, C, carries -1.368; number 23, N, carries -0.560; number 24, H, carries 0.309; number 25, H, carries 0.294; number 26, H, carries 0.255; number 27, H, carries 0.397; number 28, H, carries 0.354; number 29, H, carries 0.184; number 30, H, carries 0.377; number 31, H, carries 0.349; number 32, H, carries 0.303; number 33, H, carries 0.209; number 34, H, carries 0.151; number 35, C, carries -0.877; number 36, O, carries -0.151; number 37, C, carries -0.928; number 38, C, carries 0.542; number 39, C, carries -1.306; number 40, N, carries -0.706; number 41, H, carries 0.331; number 42, H, carries 0.239; number 43, H, carries 0.333; number 44, H, carries 0.418; number 45, H, carries 0.417; number 46, H, carries 0.222; number 47, H, carries 0.420; number 48, H, carries 0.182; number 49, H, carries 0.329; number 50, H, carries 0.253; number 51, H, carries 0.279; number 52, C, carries -0.925; number 53, C, carries -0.270; number 54, O, carries -0.514; number 55, H, carries 0.398; number 56, H, carries 0.278; number 57, H, carries 0.197; number 58, H, carries 0.277; number 59, H, carries 0.271; number 60, H, carries 0.293; number 61, C, carries -0.967; number 62, C, carries -0.233; number 63, O, carries -0.486; number 64, H, carries 0.180; number 65, H, carries 0.356; number 66, H, carries 0.292; number 67, H, carries 0.294; number 68, H, carries 0.291; number 69, H, carries 0.286; number 70, C, carries -1.056; number 71, C, carries -0.141; number 72, O, carries -0.495; number 73, H, carries 0.364; number 74, H, carries 0.244; number 75, H, carries 0.281; number 76, H, carries 0.232; number 77, H, carries 0.283; number 78, H, carries 0.293; number 79, C, carries -1.154; number 80, C, carries 0.002; number 81, O, carries -0.548; number 82, H, carries 0.292; number 83, H, carries 0.351; number 84, H, carries 0.288; number 85, H, carries 0.197; number 86, H, carries 0.276; number 87, H, carries 0.264; number 88, C, carries -1.081; number 89, C, carries 0.022; number 90, O, carries -0.523; number 91, H, carries 0.296; number 92, H, carries 0.277; number 93, H, carries 0.300; number 94, H, carries 0.236; number 95, H, carries 0.193; number 96, H, carries 0.277; number 97, C, carries -1.200; number 98, C, carries 0.101; number 99, O, carries -0.536